{"formula": "C37H85ClInN3O9P", "method": "the ωB97M-V functional and the def2-TZVPD basis", "elements": ["C", "C", "C", "C", "C", "C", "C", "C", "C", "C", "C", "C", "C", "C", "C", "C", "In", "Cl", "C", "C", "O", "C", "O", "P", "O", "H", "H", "H", "H", "H", "H", "H", "H", "H", "H", "H", "H", "H", "H", "H", "H", "H", "H", "H", "H", "H", "H", "H", "H", "H", "H", "H", "H", "H", "H", "H", "H", "H", "H", "H", "H", "H", "H", "H", "H", "C", "O", "C", "C", "N", "C", "C", "O", "C", "H", "H", "H", "H", "H", "H", "H", "H", "H", "H", "H", "H", "H", "H", "H", "C", "O", "C", "C", "N", "C", "C", "O", "C", "H", "H", "H", "H", "H", "H", "H", "H", "H", "H", "H", "H", "H", "H", "H", "C", "O", "C", "C", "N", "C", "C", "O", "C", "H", "H", "H", "H", "H", "H", "H", "H", "H", "H", "H", "H", "H", "H", "H"], "positions_angstrom": [[-2.004, 2.447, 3.908], [-3.001, 1.398, 3.415], [-3.242, 1.348, 1.896], [-2.028, 1.641, 1.023], [-0.917, 0.588, 1.176], [-1.094, -0.611, 0.201], [0.184, -0.874, -0.611], [1.234, -1.688, 0.177], [2.378, -0.857, 0.762], [3.262, -0.180, -0.280], [4.392, 0.622, 0.392], [5.507, -0.286, 0.935], [6.146, 0.193, 2.247], [6.386, -0.947, 3.260], [7.508, -0.608, 4.248], [7.342, -1.280, 5.642], [9.083, -2.532, 6.173], [10.112, -3.455, 4.129], [8.647, -4.189, 7.565], [7.540, -3.848, 8.561], [8.048, -3.920, 9.918], [7.056, -3.989, 10.825], [6.739, -3.076, 11.558], [10.856, -1.046, 7.301], [11.991, -1.821, 7.923], [-1.100, 2.503, 3.310], [-2.470, 3.426, 3.993], [-1.688, 2.180, 4.918], [-3.961, 1.640, 3.875], [-2.749, 0.412, 3.798], [-4.076, 1.984, 1.600], [-3.562, 0.330, 1.652], [-1.619, 2.629, 1.241], [-2.340, 1.685, -0.022], [0.045, 1.066, 1.021], [-0.953, 0.206, 2.196], [-1.361, -1.513, 0.748], [-1.912, -0.382, -0.479], [0.599, 0.085, -0.913], [-0.107, -1.415, -1.511], [1.667, -2.450, -0.475], [0.719, -2.213, 0.981], [1.956, -0.087, 1.410], [2.984, -1.501, 1.400], [2.641, 0.523, -0.836], [3.677, -0.912, -0.974], [3.920, 1.208, 1.178], [4.785, 1.311, -0.353], [5.129, -1.302, 1.028], [6.284, -0.330, 0.170], [5.561, 0.987, 2.710], [7.130, 0.608, 2.021], [5.456, -1.119, 3.802], [6.653, -1.827, 2.677], [8.460, -0.899, 3.805], [7.527, 0.480, 4.352], [7.211, -0.491, 6.385], [6.408, -1.842, 5.640], [8.358, -5.079, 7.009], [9.538, -4.436, 8.139], [6.712, -4.558, 8.461], [7.123, -2.852, 8.408], [6.575, -4.972, 10.947], [11.349, -0.031, 6.430], [10.192, -0.294, 8.316], [4.295, 4.034, -0.565], [3.601, 3.875, 0.654], [4.206, 4.510, 1.771], [3.362, 5.665, 2.265], [3.353, 6.767, 1.311], [2.370, 7.809, 1.591], [0.891, 7.433, 1.595], [0.366, 7.087, 0.327], [0.569, 5.743, -0.070], [3.837, 3.362, -1.289], [4.220, 5.058, -0.952], [5.350, 3.768, -0.458], [5.223, 4.837, 1.533], [4.273, 3.767, 2.571], [3.766, 6.021, 3.217], [2.354, 5.272, 2.454], [3.181, 6.399, 0.386], [2.508, 8.592, 0.842], [2.611, 8.255, 2.562], [0.335, 8.320, 1.909], [0.661, 6.649, 2.326], [0.556, 5.060, 0.783], [1.508, 5.621, -0.618], [-0.244, 5.474, -0.745], [-5.401, 1.781, -5.228], [-5.656, 0.420, -5.514], [-4.953, -0.095, -6.636], [-3.896, -1.091, -6.208], [-2.800, -0.439, -5.507], [-1.865, -1.350, -4.853], [-2.388, -2.262, -3.747], [-2.771, -1.590, -2.565], [-4.083, -1.053, -2.559], [-6.123, 2.097, -4.477], [-4.396, 1.935, -4.820], [-5.523, 2.405, -6.118], [-4.519, 0.713, -7.233], [-5.683, -0.619, -7.261], [-3.500, -1.590, -7.098], [-4.395, -1.850, -5.590], [-3.180, 0.188, -4.810], [-1.068, -0.739, -4.423], [-1.402, -1.975, -5.623], [-1.561, -2.916, -3.456], [-3.196, -2.921, -4.089], [-4.782, -1.665, -3.133], [-4.097, -0.024, -2.935], [-4.419, -1.026, -1.522], [-8.755, -2.452, -8.034], [-9.737, -2.730, -7.057], [-9.975, -4.113, -6.830], [-9.472, -4.543, -5.468], [-8.017, -4.530, -5.414], [-7.446, -4.692, -4.080], [-7.758, -3.638, -3.023], [-7.186, -2.371, -3.280], [-7.931, -1.527, -4.141], [-8.794, -1.383, -8.238], [-7.745, -2.697, -7.686], [-8.952, -2.995, -8.963], [-9.528, -4.723, -7.620], [-11.058, -4.263, -6.862], [-9.824, -5.558, -5.264], [-9.925, -3.873, -4.725], [-7.681, -3.659, -5.804], [-6.360, -4.724, -4.199], [-7.749, -5.670, -3.692], [-7.311, -3.980, -2.086], [-8.834, -3.537, -2.833], [-9.008, -1.667, -4.016], [-7.654, -1.681, -5.187], [-7.679, -0.497, -3.892]], "lumo_ev": 1.513, "homo_lumo_gap_ev": 6.2954, "total_charge": -1}